{
  "formula": "C44H92N4O20",
  "method": "the ωB97M-V functional and the def2-TZVPD basis",
  "symbols": ["C", "C", "O", "C", "C", "O", "H", "H", "H", "H", "H", "H", "H", "H", "C", "C", "O", "C", "C", "O", "H", "H", "H", "H", "H", "H", "H", "H", "C", "C", "O", "C", "C", "O", "H", "H", "H", "H", "H", "H", "H", "H", "C", "C", "O", "C", "C", "O", "H", "H", "H", "H", "H", "H", "H", "H", "C", "C", "O", "C", "C", "O", "H", "H", "H", "H", "H", "H", "H", "H", "C", "C", "O", "C", "C", "O", "H", "H", "H", "H", "H", "H", "H", "H", "C", "C", "O", "C", "C", "O", "H", "H", "H", "H", "H", "H", "H", "H", "C", "C", "O", "C", "C", "O", "H", "H", "H", "H", "H", "H", "H", "H", "C", "N", "C", "C", "O", "H", "H", "H", "H", "H", "H", "H", "C", "N", "C", "C", "O", "H", "H", "H", "H", "H", "H", "H", "C", "N", "C", "C", "O", "H", "H", "H", "H", "H", "H", "H", "C", "N", "C", "C", "O", "H", "H", "H", "H", "H", "H", "H"],
  "xyz": [[2.37140, -7.37221, -1.84839], [2.34193, -7.04469, -0.35107], [2.38494, -5.68805, -0.15384], [2.66102, -5.10508, 1.07530], [2.35094, -3.53843, 1.01300], [3.10882, -5.70217, 2.04478], [3.30849, -7.17999, -2.37089], [1.60149, -6.86097, -2.42630], [2.19756, -8.44078, -1.97505], [1.58643, -7.56824, 0.23479], [3.25875, -7.48560, 0.04026], [1.33268, -3.28237, 0.72030], [3.00273, -2.93877, 0.37764], [2.49042, -3.21138, 2.04338], [-3.88257, 5.18882, -1.25297], [-3.11334, 6.45550, -1.67292], [-1.74105, 6.37052, -1.28740], [-0.78589, 6.14408, -2.21842], [0.62154, 6.19775, -1.69000], [-1.06735, 5.91940, -3.40164], [-4.60570, 5.43406, -0.47513], [-3.32965, 4.27173, -1.04965], [-4.63852, 5.02311, -2.02054], [-3.32396, 6.54082, -2.73896], [-3.39779, 7.39127, -1.19175], [0.88438, 5.28879, -1.14889], [0.83384, 7.09700, -1.11174], [1.34740, 6.34634, -2.48947], [2.24807, 0.21453, -3.69964], [3.45523, 0.34541, -2.69657], [3.87292, 1.68383, -2.67273], [5.16257, 1.98066, -2.82039], [5.53988, 3.30067, -2.15690], [6.06315, 1.32277, -3.35805], [1.46551, 0.97008, -3.63010], [1.73697, -0.73359, -3.53247], [2.68033, 0.18720, -4.69990], [3.03765, 0.16140, -1.70669], [4.19521, -0.42203, -2.92368], [5.17799, 4.18858, -2.67531], [6.61478, 3.39681, -2.00378], [5.09930, 3.28478, -1.16004], [7.64094, -1.96139, 4.40660], [6.06687, -1.98885, 4.43676], [5.49199, -1.08838, 3.45993], [5.27170, -1.50221, 2.21254], [4.68022, -0.44400, 1.35194], [5.51041, -2.63283, 1.67945], [7.97353, -2.13241, 3.38277], [8.01065, -2.77902, 5.02539], [8.06668, -1.13542, 4.97637], [5.80601, -3.02693, 4.23076], [5.70049, -1.71729, 5.42676], [5.06292, -0.47953, 0.33195], [4.81133, 0.54939, 1.78100], [3.60778, -0.63403, 1.39503], [-2.13074, 1.37479, 3.22116], [-2.39539, 2.57818, 2.30140], [-3.76595, 2.64459, 1.89935], [-4.12754, 2.18892, 0.74283], [-5.58806, 2.51762, 0.32395], [-3.46511, 1.39959, 0.02739], [-2.93308, 1.32603, 3.95735], [-1.19233, 1.56013, 3.74377], [-2.14075, 0.41247, 2.70937], [-2.30784, 3.43507, 2.96937], [-1.65171, 2.63508, 1.50654], [-5.76523, 3.58421, 0.18577], [-6.22426, 2.14023, 1.12454], [-5.88555, 1.95444, -0.56059], [0.94306, 2.72756, -0.59999], [1.50431, 1.66081, 0.31636], [0.67285, 0.67993, 0.77824], [0.48880, -0.53973, 0.14755], [-0.76046, -1.34142, 0.58286], [1.25114, -1.02500, -0.73265], [0.29969, 3.37546, -0.00467], [0.42670, 2.30110, -1.45999], [1.78230, 3.33165, -0.94473], [2.42629, 1.19121, -0.02648], [1.88514, 2.11130, 1.23294], [-0.66591, -1.44315, 1.66397], [-0.83274, -2.33793, 0.14714], [-1.59994, -0.68373, 0.35744], [-3.48387, -7.24956, -0.04691], [-2.28076, -7.20812, 0.82922], [-2.51804, -6.20898, 1.86758], [-2.15430, -4.91253, 1.72532], [-2.71941, -3.93674, 2.77007], [-1.37474, -4.58744, 0.86528], [-3.66887, -6.31838, -0.58243], [-4.43505, -7.47869, 0.43356], [-3.29996, -8.01244, -0.80341], [-2.12324, -8.14717, 1.35974], [-1.34600, -7.02765, 0.29841], [-2.28668, -2.93979, 2.68671], [-2.50756, -4.43372, 3.71676], [-3.80776, -3.88105, 2.79235], [-6.76307, -5.51512, 1.26415], [-6.35596, -4.90122, -0.08777], [-5.48940, -3.82402, 0.13094], [-5.94796, -2.56950, 0.44793], [-4.83007, -1.59208, 0.68410], [-7.11429, -2.17564, 0.46980], [-7.12817, -4.77664, 1.97791], [-5.88121, -6.00910, 1.67206], [-7.43497, -6.34146, 1.03218], [-5.82801, -5.62061, -0.71374], [-7.21209, -4.65872, -0.71733], [-3.83240, -1.95608, 0.92959], [-5.19276, -1.03481, 1.54782], [-4.77007, -0.84653, -0.10878], [0.46249, -3.77466, -2.55583], [-0.31652, -4.81077, -3.06690], [-1.34343, -5.44118, -2.21807], [0.01426, -5.34506, -4.24013], [-0.37266, -6.40196, -4.68536], [1.26046, -3.43505, -3.21613], [0.84027, -4.09893, -1.58618], [-0.13909, -2.92297, -2.23831], [-2.08406, -4.67998, -1.97285], [-1.79931, -6.23309, -2.81234], [-0.88349, -5.75754, -1.28186], [0.70886, -4.69360, -4.79269], [-0.86166, 8.42811, 2.21026], [0.31774, 7.52787, 2.27705], [1.51634, 8.08369, 2.95658], [0.22139, 6.26694, 1.79783], [1.00052, 5.37329, 2.11710], [-1.48057, 8.14909, 1.35750], [-0.65203, 9.49711, 2.17317], [-1.41449, 8.27668, 3.13738], [1.41795, 8.33092, 4.01360], [2.36777, 7.40390, 2.92435], [1.84974, 8.94176, 2.37293], [-0.67668, 6.20200, 1.16422], [4.09177, 6.24285, 0.71290], [4.72732, 5.08452, 1.34110], [6.18830, 5.10578, 1.33230], [3.93855, 4.06169, 1.67758], [4.35417, 2.98280, 2.12436], [4.33522, 7.20373, 1.16628], [3.01441, 6.23437, 0.87822], [4.31496, 6.21149, -0.35354], [6.56251, 5.61157, 0.44221], [6.46246, 5.54370, 2.29207], [6.58916, 4.09258, 1.36110], [2.85031, 4.19542, 1.57733], [-2.37076, -0.96067, -2.76943], [-3.43949, -0.13776, -3.27879], [-4.49655, -0.89174, -3.93776], [-3.53381, 1.23302, -3.04765], [-4.47990, 1.92146, -3.44174], [-1.44830, -0.41098, -2.58235], [-2.08237, -1.56054, -3.63261], [-2.72683, -1.68972, -2.04155], [-4.31867, -1.51155, -4.81656], [-4.82167, -1.71513, -3.30181], [-5.27441, -0.15782, -4.14845], [-2.70092, 1.66994, -2.47529]],
  "forces_ev_per_a": [[-0.73, -0.17, -0.07], [1.91, -2.15, -0.33], [-0.51, 2.77, 1.14], [0.37, 0.34, -0.02], [0.27, -1.39, 0.85], [-1.16, 1.00, -2.02], [0.20, 0.30, 0.51], [-0.20, 0.06, 0.16], [-0.11, -0.08, 0.07], [-0.67, 0.34, -0.28], [0.27, -0.04, 0.27], [-0.05, -0.59, -0.10], [0.26, -0.55, -0.10], [0.07, 0.11, -0.03], [-1.61, 1.11, -0.02], [-0.38, -0.67, -0.05], [1.35, -0.04, -0.17], [-1.07, -0.39, -2.74], [0.57, 0.56, -0.19], [0.68, 0.45, 2.50], [0.61, -0.15, 0.91], [0.16, 0.33, -0.09], [0.45, -0.62, -0.54], [1.02, 0.33, -0.07], [-0.63, -0.30, 0.11], [-0.13, 0.22, 0.16], [-0.55, -0.17, 0.67], [-0.38, -0.57, -0.45], [1.17, -0.55, 0.27], [-2.95, -1.14, -0.44], [1.15, 0.71, -0.06], [3.22, 0.07, -0.73], [-0.41, -0.07, 0.51], [-2.65, 0.47, 0.93], [0.40, 0.33, 0.19], [0.18, -0.16, 0.08], [-0.31, 0.18, -0.18], [0.28, -0.21, 0.01], [0.38, 0.57, -0.11], [-0.15, -0.15, -0.14], [-0.07, -0.27, -0.43], [-0.21, 0.19, 0.10], [-1.25, -0.28, 0.79], [1.73, -0.63, -0.25], [0.11, -0.62, 0.41], [1.10, -3.32, -2.74], [-0.33, 0.83, 0.60], [-0.43, 3.30, 2.92], [0.26, 0.44, 0.18], [-0.26, -0.54, -0.22], [-0.07, 0.63, -0.86], [-0.46, 0.18, -0.23], [-0.18, 0.25, -0.30], [-0.16, -0.24, 0.16], [0.10, 0.04, -0.07], [-0.21, 0.01, -0.43], [-0.55, 0.22, -0.37], [0.62, -0.56, 1.66], [0.15, 0.90, 0.28], [-0.70, -2.94, -3.63], [0.72, -0.40, 0.73], [-0.67, 2.04, 1.86], [0.03, 0.11, 0.16], [0.06, -0.27, -0.09], [0.30, 0.12, -0.16], [0.18, 0.26, -0.36], [-0.50, 0.01, -0.34], [0.08, -0.11, 0.11], [-0.10, 0.27, 0.21], [0.49, 0.20, -0.09], [-0.01, -0.45, 0.35], [2.98, 0.83, 0.23], [-3.13, -3.29, -0.05], [1.82, -1.49, -2.56], [1.21, 1.52, 0.48], [-1.97, 2.29, 2.72], [-0.29, 0.01, -0.23], [-0.07, 0.12, -0.02], [0.04, -0.07, -0.12], [-0.05, 0.02, -0.78], [-0.21, 0.44, 0.09], [-0.29, -0.02, 0.15], [0.20, 0.36, -0.20], [-0.32, -0.21, 0.07], [-0.39, -0.22, -1.13], [0.22, 0.62, 0.90], [-0.45, 0.45, 0.86], [0.20, -0.25, -0.56], [-0.06, -1.45, 0.04], [0.02, 0.41, -0.17], [0.37, 0.18, 0.02], [0.29, -0.21, 0.44], [-0.16, -0.09, -0.15], [-0.24, 0.10, 0.18], [-0.18, 0.38, -0.06], [0.11, -0.35, -0.02], [0.33, 0.40, 0.30], [-0.04, -0.04, -0.54], [0.74, -0.52, -1.11], [-1.18, -0.76, 0.33], [0.43, 1.80, 0.20], [-1.26, 0.42, -0.88], [-0.12, 0.40, 0.79], [2.03, -1.73, -0.05], [-0.32, -0.18, -0.24], [0.14, 0.20, 0.27], [-0.50, 0.24, 0.40], [0.37, -0.03, 0.32], [-0.22, 0.62, 0.33], [-0.21, -0.40, -0.32], [0.18, 0.21, 0.11], [-0.03, -0.22, -0.22], [0.22, 1.49, 2.07], [-1.36, -1.21, -0.36], [0.74, 0.74, -0.64], [0.30, -0.22, -0.63], [-0.38, -0.43, -0.31], [-0.10, -0.22, 0.06], [0.79, -0.07, -0.03], [-0.22, 0.42, -0.44], [-0.14, 0.02, 0.08], [0.13, -0.08, 0.31], [-0.11, -0.25, -0.11], [0.19, -0.07, -0.11], [0.24, -0.85, 0.41], [0.36, 1.68, 0.25], [0.19, -0.67, -0.71], [0.48, 0.35, 1.34], [-0.55, 0.21, -0.95], [-0.02, 0.03, 0.05], [0.58, -0.19, -0.28], [-0.34, 0.05, -0.06], [-0.60, 0.13, -0.09], [-0.38, -0.45, -0.17], [-0.21, 0.32, 0.25], [0.12, -0.65, -0.12], [-0.44, -0.17, 0.23], [-0.56, 1.53, -1.05], [-0.60, -0.95, 0.93], [0.51, -2.36, 1.05], [-0.17, 0.93, -0.50], [0.82, -0.04, -0.06], [-0.08, -0.59, -0.25], [-0.06, 0.44, -0.08], [-0.05, 0.22, 0.27], [0.62, 0.47, -0.33], [-0.22, -0.09, -0.15], [0.27, 0.54, -0.18], [0.28, -0.26, -1.58], [0.17, 0.88, 0.01], [-0.73, 0.38, 0.55], [-1.54, -0.67, -0.89], [1.24, -0.80, 0.55], [-0.30, 0.14, 0.82], [0.22, -0.42, -0.07], [0.26, 0.35, 0.61], [1.13, 0.82, -0.63], [-0.49, 0.37, 0.81], [-0.26, -0.43, 0.03], [0.03, -0.36, -0.09]],
  "lowdin_charge": [-0.05, -0.27, -0.04, -0.40, 0.03, 0.09, 0.08, 0.05, 0.08, 0.12, 0.12, 0.04, 0.07, 0.08, -0.05, -0.20, -0.04, -0.48, 0.02, 0.08, 0.06, 0.08, 0.08, 0.12, 0.12, 0.05, 0.08, 0.09, -0.04, -0.21, -0.01, -0.50, 0.02, 0.07, 0.07, 0.05, 0.07, 0.07, 0.13, 0.08, 0.09, 0.07, -0.06, -0.18, 0.00, -0.50, 0.02, 0.03, 0.08, 0.07, 0.07, 0.11, 0.12, 0.10, 0.07, 0.08, -0.05, -0.19, 0.02, -0.51, 0.04, 0.02, 0.08, 0.08, 0.06, 0.12, 0.11, 0.06, 0.08, 0.09, -0.03, -0.27, -0.01, -0.39, 0.01, 0.03, 0.06, 0.08, 0.07, 0.10, 0.11, 0.08, 0.06, 0.07, -0.07, -0.19, -0.02, -0.49, 0.04, 0.08, 0.06, 0.08, 0.09, 0.13, 0.10, 0.07, 0.09, 0.08, -0.05, -0.24, -0.03, -0.48, 0.02, 0.09, 0.08, 0.06, 0.08, 0.10, 0.12, 0.06, 0.09, 0.08, -0.08, -0.19, -0.01, -0.38, 0.01, 0.10, 0.08, 0.07, 0.09, 0.09, 0.06, 0.13, -0.04, -0.17, -0.03, -0.33, -0.02, 0.08, 0.09, 0.09, 0.09, 0.07, 0.09, 0.12, -0.06, -0.18, -0.03, -0.33, -0.02, 0.09, 0.05, 0.09, 0.09, 0.09, 0.09, 0.10, -0.08, -0.18, -0.05, -0.30, -0.02, 0.09, 0.08, 0.08, 0.09, 0.08, 0.09, 0.12],
  "e_tot_ha": -3455.51857,
  "smiles": "CCOC(C)=O.CCOC(C)=O.CCOC(C)=O.CCOC(C)=O.CCOC(C)=O.CCOC(C)=O.CCOC(C)=O.CCOC(C)=O.CN(C)C=O.CN(C)C=O.CN(C)C=O.CN(C)C=O",
  "largest_force_ev_per_a": 4.72,
  "e_homo_ev": -8.90,
  "orbital_gap_ev": 9.07
}